C55H70AsBN2O2P2Si3Tl as an isolated structure. Source: OMol25; level of theory: ωB97M-V/def2-TZVPD.

Output
* LUMO energy: 2.2 eV
* DFT total energy: -6382.3183 Ha
* net charge: -1
* Kohn-Sham gap: 5.626 eV
* largest force on an atom: 0.010 Eh/bohr

```
137
Properties=species:S:1:pos:R:3:mulliken_charge:R:1
C 4.37501 1.64172 2.21252 -0.836
H 2.55016 -1.47842 3.54334 0.235
H 2.40933 -5.20057 -0.83831 0.413
C 1.43277 6.52686 -3.69817 -0.393
H 6.43589 4.26798 -2.03033 0.373
C -1.55874 2.45201 -2.97527 0.956
H 5.99110 6.44942 -0.94716 0.350
C -0.74228 1.94075 -5.18722 -0.874
Si -2.52921 -4.26173 0.03454 0.006
H -4.99044 2.32278 -0.59554 0.628
C -3.47911 -1.55260 -3.37984 -0.537
C -2.40745 -0.95522 -2.69763 0.518
H -4.50115 -1.32505 -3.10005 0.263
H -3.58687 -5.76433 1.71549 0.207
H 2.34432 9.38941 -1.99857 0.331
H -2.18884 -6.54394 0.96403 0.186
C 0.52948 8.83814 -3.06308 2.130
H 5.74446 1.35082 3.83850 0.386
H -5.32446 3.48901 3.01968 0.304
C -3.84880 0.76368 -1.54062 -1.316
C -3.78612 4.04185 1.64184 -1.038
N -1.56770 0.57484 -0.88116 0.698
H 0.85342 -6.04433 3.09623 0.259
H -3.48948 3.91869 -5.35459 0.428
H 4.90424 2.51307 1.84468 0.412
C -1.92783 -5.29342 4.09455 -1.026
C -3.25843 -2.44427 -4.41788 -1.022
C -1.95292 -2.76153 -4.78298 -0.643
C -1.95637 -4.57575 -1.70637 -0.554
H -2.17032 4.62928 0.45314 0.436
C -0.63141 1.83072 -3.80816 0.244
H -3.32530 -2.41969 4.78212 0.438
H 1.58296 3.54086 2.34584 0.414
H 0.08608 -1.88406 4.18217 0.147
C -0.96554 9.18684 -3.00026 -1.664
C 0.94122 -6.21161 2.01901 -1.137
C -4.88570 1.77698 1.95977 -1.293
H 2.16652 4.52751 -4.15813 0.522
H 0.56595 8.72821 -5.23977 0.413
H -1.76386 -3.45032 -5.59996 0.372
H -3.28803 3.70401 -2.88406 0.436
C 1.05922 9.27368 -4.42992 -2.124
H 4.06278 6.68799 0.58687 0.409
H 0.89751 9.39320 -0.98360 0.328
C 0.72762 7.33791 -2.81916 0.417
C -1.08463 -1.32241 -3.00048 0.020
H -4.43945 -3.00539 1.00882 0.285
C -4.04013 1.80691 -0.45892 -0.421
H -1.85529 2.77271 -6.82433 0.406
H -1.38438 9.00129 -2.00872 0.317
H 2.35037 -3.39916 2.81312 0.016
H -1.52942 8.58544 -3.71893 0.344
H -1.11827 10.24560 -3.23698 0.464
H 0.54549 2.12434 2.46986 0.135
C 1.27810 9.63277 -1.97990 -1.654
H -1.45285 -5.54336 -1.79277 0.445
H 4.94656 2.33584 -1.57902 0.395
H 1.85272 6.94583 -4.60340 0.435
C 2.59026 0.05243 2.04569 0.102
C -2.93393 3.86741 0.57212 -0.753
H 1.86979 -6.76614 1.83967 0.389
C 0.37732 5.42217 -1.42329 0.276
H -0.75961 0.15574 1.04959 0.010
C 4.27538 5.72878 0.12905 -0.594
H 0.10247 -6.83941 1.70387 0.256
O 1.12664 3.33592 -1.88625 -0.422
H 0.86627 10.34112 -4.57102 0.441
H 3.39131 -4.18632 1.60925 0.446
As -0.84896 -3.15442 1.27312 0.443
H -3.70126 4.98233 2.17726 0.337
C 0.18989 6.76208 -1.64896 -1.205
H -2.81813 -4.56968 -2.38295 0.385
C -1.69955 0.38694 0.56183 -0.997
C 4.77590 3.28594 -1.08064 -0.675
C -2.70096 0.10609 -1.68060 0.511
H 2.59623 4.75998 1.04490 0.097
Si -1.57068 -3.56687 3.47194 0.259
H 2.13812 9.11465 -4.51422 0.387
H 0.64455 -3.50935 4.60595 0.263
C 1.61875 5.15287 -3.46187 -2.008
H -4.75799 -3.48074 -0.67563 0.497
C -2.92886 2.84412 -0.40297 -0.317
H -0.02271 1.44044 -5.82565 0.484
H -3.04360 -1.59174 3.23784 -0.043
O -0.05588 4.69143 -0.36103 -0.926
C 1.34348 -4.98107 -0.71155 -0.866
C -1.77082 2.68795 -5.74724 -0.745
N 1.10852 2.62116 0.47329 0.339
H 0.18516 1.26013 -3.38375 0.273
H -2.64849 0.38539 2.37875 0.949
Tl 0.51622 -1.00886 -1.27118 1.335
H -5.65320 1.24551 2.51301 0.359
H -4.09971 -2.89146 -4.93425 0.376
C 3.45653 4.63815 0.39558 0.118
H 4.55736 -0.63745 4.71991 0.386
C -0.90177 -2.21835 -4.05824 -0.908
H 0.76985 -5.84627 -1.05894 0.239
P -1.45548 2.35959 -1.14847 2.046
C -2.58199 3.20818 -3.54344 -0.994
C -2.78222 0.55408 1.31575 -0.889
H -3.72073 -6.42901 0.07782 0.382
H -0.36465 7.34834 -0.92313 0.519
H 2.55009 -2.66999 1.21693 -0.008
C 2.45954 -3.62560 1.74657 -0.521
C 5.35769 5.59560 -0.73331 -0.556
H -3.68751 -2.10937 -0.32140 -0.149
H -2.06497 -5.23636 5.17979 0.372
C -3.12985 -2.57021 3.71542 -0.653
C 0.77755 2.99340 1.84979 -1.085
H -2.84119 -5.70351 3.65737 0.302
H 1.16340 10.71118 -2.14133 0.446
H -1.11671 -5.99483 3.88810 0.234
C 3.06074 -0.59863 3.17664 -0.033
C 4.85251 0.98487 3.34271 -0.718
H -4.74625 0.09766 0.69138 0.407
H -3.99785 -3.07482 3.27827 0.261
H 1.09540 -4.13750 -1.36191 0.037
H -1.27592 -3.79983 -2.06414 -0.227
C -3.05360 -5.90234 0.77090 -0.965
H 0.10966 -2.51970 -4.32992 0.389
C 3.70381 3.40155 -0.19871 0.663
C 1.07936 4.62088 -2.32155 0.959
C -4.70861 3.08784 2.21698 -0.507
C -4.16016 1.00199 0.89453 0.506
C 5.60796 4.37144 -1.33947 -0.634
H 1.72120 -0.33907 1.52236 0.501
C -2.68890 3.32819 -4.92340 -0.917
C -0.23357 -2.85528 4.56648 -1.072
P 2.59833 1.93691 -0.00864 0.000
C -3.99257 -3.10805 0.01474 -0.558
Si 1.00735 -4.59191 1.08787 0.225
H -4.69686 0.51800 -2.16774 0.270
H -0.60424 -2.71680 5.58751 0.524
C 3.22558 1.19863 1.55664 -0.023
H -0.10754 3.63225 1.83886 0.348
B 0.34937 3.29531 -0.62698 1.139
C 4.19211 -0.13098 3.83420 -0.907
```